ORCA calculation (ωB97M-V/def2-TZVPD) on an isolated ion of composition C5H16N3 and charge +1 in a non-equilibrium geometry.

## Properties
LUMO level: -0.0969 Eh
Energy above the lowest of the compared OMol25 structures with the same formula, charge and spin: 64.0 kcal/mol
Gap between HOMO and LUMO: 11.518 eV
Spin multiplicity: 1
Net charge: +1
HOMO: -14.16 eV
Energy: -364.07334 Eh
Structure (SMILES): C[C@@H](N)[C@@H](N)[NH+](C)C

Geometry as XYZ:
```
24
C5H16N3 (ωB97M-V/def2-TZVPD)
C 2.58 0.51 0.12
C -1.99 -0.22 1.13
C -1.66 -0.47 -1.42
C 1.45 -0.36 -0.32
C 0.08 0.62 0.16
N 1.28 -1.56 0.54
N -0.21 1.79 -0.56
N -1.07 -0.47 0.00
H 2.51 0.75 1.19
H 3.48 0.11 -0.17
H 2.52 1.53 -0.26
H -1.61 -0.28 2.11
H -2.44 0.83 1.10
H -2.76 -1.10 1.22
H -2.42 -1.30 -1.59
H -2.19 0.50 -1.52
H -0.80 -0.36 -2.12
H 1.31 -0.58 -1.45
H 0.39 0.66 1.23
H 2.17 -2.03 0.56
H 1.23 -1.23 1.53
H -0.15 1.80 -1.52
H -1.01 2.25 -0.23
H -0.68 -1.39 0.25
```

Atom charges from the Mulliken analysis, given in e for atoms 1 to 4: -1.3017, -0.9074, -0.7898, 0.1415

ORCA calculation (ωB97M-V/def2-TZVPD) on C12H12N7O2S4SbSeW as an isolated structure in a non-equilibrium geometry.

## Properties
LUMO level: -0.3154 Eh
Gap between HOMO and LUMO: 5.858 eV
Spin multiplicity: 1
Net charge: +2
HOMO: -14.44 eV
Energy: -5299.21106 Eh

Geometry as XYZ:
```
40
C12H12N7O2S4SbSeW (ωB97M-V/def2-TZVPD)
W 0.51 -1.64 -0.85
S 2.13 -5.24 -2.55
Sb 2.28 -3.01 -2.69
S -0.21 -2.13 -2.94
S 2.62 -2.12 -0.17
S 3.56 -1.57 -3.84
O 0.45 0.18 -0.68
N 1.44 0.16 -1.67
C 2.10 1.27 -1.81
C 1.84 2.35 -0.90
N 1.54 3.10 -0.09
C 3.09 1.46 -2.81
N 3.87 1.71 -3.60
N -0.14 -5.85 -0.54
C 0.19 -4.80 0.19
N 0.63 -4.94 1.43
O 0.07 -3.60 -0.32
H 0.00 -6.79 -0.21
H -0.34 -5.74 -1.53
H 0.75 -5.85 1.86
H 0.86 -4.13 2.00
C -2.85 1.09 -0.56
N -1.96 1.34 0.54
C -1.29 0.44 1.25
Se -1.21 -1.45 0.96
N -0.54 1.05 2.18
C -0.70 2.42 2.06
C -0.13 3.49 2.73
C -0.49 4.75 2.30
C -1.39 4.94 1.25
C -1.98 3.88 0.58
C -1.61 2.61 0.99
H -3.16 0.04 -0.56
H -2.37 1.33 -1.51
H -3.75 1.71 -0.46
H -0.01 0.59 2.91
H 0.56 3.34 3.54
H -0.05 5.60 2.78
H -1.64 5.95 0.96
H -2.68 4.06 -0.22
```

Atom charges from the Mulliken analysis, given in e for atoms 1 to 4: 1.0744, -0.4193, 0.8745, -0.2438

ORCA calculation (ωB97M-V/def2-TZVPD) on C5H16InNO2PS as an isolated structure in a non-equilibrium geometry.

## Properties
LUMO level: 0.1092 Eh
Gap between HOMO and LUMO: 7.334 eV
Spin multiplicity: 1
Net charge: -1
HOMO: -4.36 eV
Energy: -1334.92653 Eh

Geometry as XYZ:
```
27
C5H16InNO2PS (ωB97M-V/def2-TZVPD)
C 3.06 -1.44 0.72
C 2.74 -0.74 -0.74
O 3.54 0.52 -0.83
C 1.14 -0.35 -0.74
O 0.23 -1.55 -0.80
In -1.53 -0.81 0.16
C -1.77 1.33 -0.67
C -0.73 2.40 0.03
N -0.70 2.08 1.53
P -3.58 -2.24 -0.25
S -4.78 -1.94 1.30
H 3.46 -0.64 1.49
H 2.06 -1.90 1.18
H 3.91 -2.24 0.58
H 3.08 -1.40 -1.65
H 2.88 1.18 -1.25
H 0.90 0.15 0.31
H 0.82 0.34 -1.65
H -1.19 -0.76 1.96
H -1.72 1.30 -1.85
H -2.88 1.65 -0.39
H -1.14 3.52 -0.07
H 0.37 2.34 -0.36
H -0.86 3.00 2.00
H 0.27 1.78 1.82
H -4.25 -1.93 -1.52
H -3.33 -3.67 -0.29
```

Atom charges from the Mulliken analysis, given in e for atoms 1 to 4: -0.9313, 0.3801, -0.5689, -0.3334